w) Here is the molecule C5H11P from the OMol25 dataset. Energies are from ωB97M-V/def2-TZVPD.

Last column: natural (NBO) charge in e.
Geometry (Å):
C -1.6934 0.5625 1.4885  -0.466
C -0.5287 0.0187 1.2567  0.054
C 0.3903 -0.1835 2.4017  -0.661
C -0.0623 -0.5955 -0.4764  -0.714
P 1.0717 0.6699 -1.1616  0.563
C 1.0359 -0.2195 -2.7782  -0.955
H -2.5651 0.7044 0.7533  0.196
H -2.0013 1.0591 2.4933  0.197
H 0.2822 -1.1655 2.6070  0.215
H 0.0920 0.5279 3.2976  0.216
H 1.3928 0.1235 2.0618  0.217
H -1.0622 -0.5674 -0.9380  0.244
H 0.5682 -1.3659 -0.1427  0.232
H 0.0659 1.7909 -1.4955  -0.039
H 1.9499 0.0903 -3.4547  0.237
H 0.0781 -0.0366 -3.2447  0.226
H 0.9859 -1.4133 -2.6682  0.238

Output
HOMO energy (eV): -9.0
Frontier orbital gap (eV): 10.024
Net charge: 0

=====

x) Here is a cluster of 2 separate species, C5H11P in total from the OMol25 dataset. Energies are from ωB97M-V/def2-TZVPD.

Last column: natural (NBO) charge in e.
Geometry (Å):
C 1.1123 -0.3756 -0.3882  -0.407
C 0.4318 0.5277 0.5847  -0.469
C 1.6852 -1.7946 -0.0802  -0.592
C -2.3416 0.2684 -0.2081  -0.662
C -1.3095 1.3793 -0.0970  -0.341
P 1.9152 1.3698 -0.0158  0.417
H 0.5554 -0.2547 -1.2626  0.211
H 0.1416 0.2372 1.6581  0.233
H 2.5288 -1.7027 0.6478  0.212
H 1.9572 -2.1648 -0.9705  0.211
H 0.9384 -2.3813 0.2663  0.206
H -2.1613 -0.3973 0.6683  0.214
H -2.1386 -0.1176 -1.2338  0.210
H -3.4394 0.4589 -0.1608  0.221
H -1.6082 2.2225 0.6605  0.194
H -1.1381 1.9674 -0.9689  0.189
H 2.8707 0.7575 0.9002  -0.048

Output
HOMO energy (eV): -8.9
Frontier orbital gap (eV): 10.038
Net charge: 0

=====

Least stable = x)

=====

w) Here is a cluster of 2 separate species, C4H10NO2 in total from the OMol25 dataset. Energies are from ωB97M-V/def2-TZVPD.

Last column: natural (NBO) charge in e.
Geometry (Å):
C -1.0788 -1.0342 -1.0682  -0.649
C 0.5840 -1.2987 0.7278  -0.780
C -1.9384 1.3132 0.2210  -0.249
C -0.5918 -0.6102 0.1299  0.369
N 2.8203 1.1196 -0.2146  -0.580
O 3.0880 -0.2660 -0.0084  -0.823
O -0.9403 0.5545 0.8398  -0.523
H -1.9474 -0.7514 -1.6745  0.187
H -0.7502 -2.0171 -1.3665  0.201
H 2.2691 1.3736 0.4991  0.287
H 0.7247 -1.1600 1.8478  0.199
H 1.7081 -0.9787 0.2760  0.366
H 0.5137 -2.2872 0.5098  0.193
H -2.9359 1.1814 0.6922  0.162
H -2.1006 1.1933 -0.9260  0.192
H -1.6720 2.5176 0.5242  0.163
H 2.2474 1.1502 -1.0094  0.285

Output
HOMO energy (eV): -1.7
Frontier orbital gap (eV): 5.284
Net charge: -1

=====

x) Here is the ion C4H10NO2 with charge -1 from the OMol25 dataset. Energies are from ωB97M-V/def2-TZVPD.

Last column: natural (NBO) charge in e.
Geometry (Å):
O 1.1890 0.1079 -1.5098  -0.890
C 1.8828 -0.0302 -0.2947  -0.087
C 1.3239 0.5790 0.8778  -0.404
C -0.1364 0.7064 0.6144  -0.244
N -0.5764 -0.4563 -0.0110  -0.764
C -1.9752 -0.4105 -0.4657  0.095
O -2.6203 -1.7662 -0.6356  -0.764
H 1.9986 -1.1509 -0.1041  0.123
H 3.0044 0.1878 -0.4095  0.133
H 1.4060 0.2480 2.0438  0.178
H 1.7982 1.6578 1.0563  0.158
H 0.0113 1.5323 -0.1750  0.157
H -0.8333 0.9834 1.4345  0.158
H 0.0448 -0.3550 -1.0353  0.441
H -2.4706 0.0941 0.3408  0.116
H -2.1079 0.4731 -1.2331  0.121
H -1.9388 -2.4008 -0.4937  0.472

Output
HOMO energy (eV): -2.9
Frontier orbital gap (eV): 7.023
Net charge: -1

=====

y) Here is a cluster of 2 separate species, C4H10NO2 in total from the OMol25 dataset. Energies are from ωB97M-V/def2-TZVPD.

Last column: natural (NBO) charge in e.
Geometry (Å):
C 1.0581 0.4270 0.4207  -0.618
C 0.5901 1.6081 -0.0513  0.310
O -0.6976 2.0102 0.3697  -0.738
C 1.1510 2.3631 -1.2101  -0.663
H 2.1424 0.2674 0.5476  0.175
H 0.3657 -0.4794 0.2120  0.314
H -1.0243 1.2319 0.8574  0.497
H 2.0963 1.9453 -1.5906  0.221
H 0.3687 2.3170 -1.9614  0.227
H 1.2940 3.4070 -0.9210  0.188
N -1.4388 -1.4724 1.0106  -0.936
C -0.6219 -2.5176 0.2685  0.140
O -0.1806 -1.9025 -0.8158  -0.913
H -1.8468 -0.9764 0.1996  0.356
H -2.1193 -1.9896 1.6054  0.319
H 0.1668 -2.8825 0.9857  0.063
H -1.3038 -3.3566 0.0731  0.057

Output
HOMO energy (eV): -2.9
Frontier orbital gap (eV): 6.948
Net charge: -1

=====

z) Here is a cluster of 2 separate species, C4H10NO2 in total from the OMol25 dataset. Energies are from ωB97M-V/def2-TZVPD.

Last column: natural (NBO) charge in e.
Geometry (Å):
C -0.5722 -0.5171 -0.3979  -0.227
C -0.3414 -0.2194 1.0627  -0.452
C -0.2886 -1.5635 1.8510  -0.004
O -0.3279 -1.3911 3.1875  -0.962
N -0.6930 0.7181 -1.1614  -0.772
C 1.2218 1.3758 -1.5894  0.263
O 1.1967 1.6152 -2.7989  -0.702
H 0.1600 -1.1808 -0.8411  0.185
H -1.4719 -1.1470 -0.3526  0.173
H 0.6609 0.2230 1.1024  0.182
H -1.1617 0.3421 1.5033  0.196
H -1.1428 -2.1958 1.4961  0.066
H 0.6849 -2.0335 1.5622  0.071
H -1.1669 1.3971 -0.5788  0.371
H -0.8396 0.9512 -2.1326  0.405
H 1.0933 2.1786 -0.8443  0.097
H 1.7734 0.5112 -1.2075  0.110

Output
HOMO energy (eV): -2.4
Frontier orbital gap (eV): 6.056
Net charge: -1

=====

Least stable = w)

=====

w) Here is a cluster of 2 separate species, C4H10NO2 in total from the OMol25 dataset. Energies are from ωB97M-V/def2-TZVPD.

Last column: natural (NBO) charge in e.
Geometry (Å):
C 1.2372 0.1554 1.0859  -0.635
C 1.1384 -1.2091 0.4212  -0.399
C -0.0372 -1.9908 1.0098  -0.623
H 0.3182 0.7775 0.8431  0.276
H 2.0388 0.7202 0.5935  0.205
H 1.4114 0.0738 2.1578  0.162
H 2.1023 -1.8045 0.5446  0.154
H 0.9983 -1.0214 -0.6799  0.236
H -0.2143 -3.0223 0.5807  0.176
H 0.1112 -2.1338 2.0522  0.177
H -0.9606 -1.4045 0.7562  0.249
N -1.7702 2.1366 -2.1233  -0.923
C -0.9670 1.3508 -1.2408  0.858
O -1.5998 0.8621 -0.2704  -0.815
O 0.2906 1.2651 -1.5045  -0.824
H -2.7375 2.2294 -1.7292  0.364
H -1.3598 3.0155 -2.4968  0.362

Output
HOMO energy (eV): -4.1
Frontier orbital gap (eV): 8.451
Net charge: -1

=====

x) Here is a cluster of 2 separate species, C4H10NO2 in total from the OMol25 dataset. Energies are from ωB97M-V/def2-TZVPD.

Last column: natural (NBO) charge in e.
Geometry (Å):
N 2.4443 -2.0479 -0.4087  -0.889
C 2.2172 -0.6522 0.0381  0.118
O 1.4538 0.0890 -0.8066  -0.901
H 1.5835 -2.5551 -0.2284  0.337
H 2.4633 -1.9833 -1.4264  0.342
H 1.7777 -0.7409 1.0535  0.092
H 3.2104 -0.1869 0.1499  0.102
C -2.9615 0.4377 -0.0214  -0.655
C -1.6133 0.4424 -0.0298  0.390
O -0.9225 -0.4788 -0.6662  -0.742
C -0.8319 1.5665 0.6313  -0.700
H -3.4659 1.1351 0.6369  0.170
H -3.5502 -0.2487 -0.6101  0.187
H 0.1485 -0.2342 -0.7490  0.494
H -1.4551 2.4578 0.6747  0.196
H -0.6005 1.2913 1.6639  0.201
H 0.1020 1.7082 0.0982  0.260

Output
HOMO energy (eV): -3.9
Frontier orbital gap (eV): 8.150
Net charge: -1

=====

y) Here is a structure of composition C4H10NO2 from the OMol25 dataset. Energies are from ωB97M-V/def2-TZVPD.

Last column: natural (NBO) charge in e.
Geometry (Å):
C -0.4469 0.5284 0.6580  -0.219
C 0.9230 0.9052 0.1331  -0.420
C 0.8054 1.8944 -0.9185  0.017
O 1.8054 2.7332 -1.0115  -0.910
N -0.5610 -0.8337 1.1568  -0.762
C -1.3803 -2.0141 -0.1121  0.206
O -0.8502 -3.1146 0.0026  -0.719
H -1.2556 0.7908 -0.2401  0.181
H -0.7600 1.2682 1.4986  0.188
H 1.3596 -0.0577 -0.1049  0.167
H 1.3814 1.3646 1.1084  0.180
H -0.1522 2.3742 -0.6951  0.059
H 0.3952 1.1695 -1.8113  0.002
H 0.0127 -1.3478 0.5343  0.408
H -0.5322 -1.2646 2.1041  0.408
H -1.1794 -1.5202 -1.1513  0.108
H -2.3916 -1.7733 0.1685  0.104

Output
HOMO energy (eV): -2.6
Frontier orbital gap (eV): 6.233
Net charge: -1

=====

z) Here is a structure of composition C4H10NO2 from the OMol25 dataset. Energies are from ωB97M-V/def2-TZVPD.

Last column: natural (NBO) charge in e.
Geometry (Å):
O -1.4989 2.9688 -2.2051  -0.592
C -1.8393 1.9902 -1.5844  0.453
C -0.9535 1.1507 -0.6926  -0.342
N -1.6768 0.2790 0.2027  -0.993
H -2.8716 1.5904 -1.7005  0.086
H -0.3441 0.5362 -1.3710  0.206
H -0.2397 1.8597 -0.2306  0.164
H -0.9398 -0.7627 0.3698  0.455
H -1.8278 0.7627 1.0785  0.312
C 0.9103 -1.4834 1.1711  -0.029
O -0.1928 -1.7276 0.4096  -0.855
C 2.1500 -1.1074 0.3643  -0.627
H 1.1795 -2.3672 1.7826  0.108
H 0.7438 -0.6716 1.8969  0.106
H 2.9521 -0.7809 1.0382  0.171
H 1.9339 -0.2839 -0.3053  0.194
H 2.5147 -1.9530 -0.2242  0.183

Output
HOMO energy (eV): -3.3
Frontier orbital gap (eV): 7.422
Net charge: -1

=====

Least stable = y)

=====

w) Here is a cluster of 2 separate species, C2H5O2 in total from the OMol25 dataset. Energies are from ωB97M-V/def2-TZVPD.

Last column: natural (NBO) charge in e.
Geometry (Å):
O 1.0309 0.1223 2.9063  -1.014
H 0.9871 -0.1220 1.9042  0.529
O 0.6282 0.4686 -0.0814  -0.828
C 0.1713 -0.3479 -0.9742  0.242
C -1.0315 0.0327 -1.7893  -0.836
H 0.4205 -1.3878 -0.9864  0.085
H -1.4548 0.9937 -1.4042  0.189
H -1.2255 -0.6162 -2.6925  0.170
H 0.4738 0.8566 3.1174  0.462

Output
HOMO energy (eV): -2.1
Frontier orbital gap (eV): 6.654
Net charge: -1

=====

x) Here is a cluster of 2 separate species, C2H5O2 in total from the OMol25 dataset. Energies are from ωB97M-V/def2-TZVPD.

Last column: natural (NBO) charge in e.
Geometry (Å):
O -0.5166 -0.3818 -2.2780  -1.035
H -0.3744 -1.3537 -2.4992  0.441
O 1.1365 -0.4724 -0.1588  -0.836
C 0.7098 -0.0070 0.9768  0.214
C -0.4727 0.6115 1.1624  -0.722
H 1.4617 0.0654 1.8315  0.078
H -1.0675 0.7314 0.2226  0.181
H -0.8865 1.1138 2.1077  0.168
H 0.0097 -0.3072 -1.3650  0.512

Output
HOMO energy (eV): -2.7
Frontier orbital gap (eV): 7.463
Net charge: -1

=====

Least stable = w)

=====

w) Here is the molecule C7H11FO from the OMol25 dataset. Energies are from ωB97M-V/def2-TZVPD.

Last column: natural (NBO) charge in e.
Geometry (Å):
C -2.5612 1.5754 0.1092  -0.635
C -1.6847 0.3654 -0.0007  -0.032
C -2.0811 -1.0747 0.0773  -0.649
C -0.4155 0.6081 -0.0109  0.091
O 0.4816 -0.4030 -0.0220  -0.486
C 1.8332 -0.2313 -0.0888  0.269
C 2.5399 -1.5911 0.0476  -0.664
C 2.5383 0.8792 -0.3343  0.093
F 3.9065 0.8867 -0.0966  -0.352
H -3.6323 1.4311 0.5472  0.216
H -2.6572 2.0325 -0.8567  0.220
H -2.1014 2.1784 0.8347  0.222
H -2.6853 -1.3062 0.9853  0.219
H -1.1652 -1.7174 -0.0254  0.240
H -2.6557 -1.2342 -0.8372  0.215
H -0.0779 1.6120 -0.1771  0.170
H 2.7901 -2.1544 -0.8328  0.229
H 1.9611 -2.3280 0.6486  0.226
H 3.5137 -1.4202 0.4235  0.234
H 2.1532 1.8919 -0.3908  0.175

Output
HOMO energy (eV): -8.3
Frontier orbital gap (eV): 9.190
Net charge: 0

=====

x) Here is the molecule C7H11FO from the OMol25 dataset. Energies are from ωB97M-V/def2-TZVPD.

Last column: natural (NBO) charge in e.
Geometry (Å):
C -0.9360 -1.6233 0.6156  0.428
C -1.6259 0.9668 -0.6544  0.251
C 0.0777 0.6668 0.8622  -0.052
C 0.3019 -0.7607 0.4432  -0.264
C -2.4805 1.9292 -1.2451  -0.771
C 0.9728 -0.9954 -0.9732  -0.621
C 1.0068 -1.5735 1.5175  -0.640
O -0.7484 1.5174 0.1477  -0.482
F -0.9618 -2.7159 -0.1305  -0.360
H -0.4193 0.7748 1.8391  0.202
H 0.9817 1.1987 0.8627  0.190
H -2.2581 3.0484 -1.0854  0.206
H -3.5032 1.4998 -0.7327  0.275
H -2.6110 1.7239 -2.3194  0.254
H 1.8993 -0.5560 -0.9400  0.207
H 0.3594 -0.6699 -1.7640  0.228
H 0.8511 -2.1257 -1.1123  0.222
H 1.9126 -1.0099 1.8354  0.232
H 1.1758 -2.5735 1.0473  0.243
H 0.3890 -1.4692 2.4508  0.251

Output
HOMO energy (eV): -8.1
Frontier orbital gap (eV): 8.845
Net charge: 0

=====

Least stable = x)

=====

w) Here is a structure of composition C7H7N2 from the OMol25 dataset. Energies are from ωB97M-V/def2-TZVPD.

Last column: natural (NBO) charge in e.
Geometry (Å):
C 0.2835 -2.1242 -1.1721  -0.164
C 1.4293 -1.4713 -0.9242  -0.169
C -1.0118 -1.6188 -0.7413  -0.247
C 1.4544 -0.3088 -0.0431  -0.258
C -1.1264 -0.6932 0.1750  0.332
C 0.4498 0.5066 0.1205  0.383
C -0.6501 2.5560 1.0896  -0.433
N -1.3842 0.1977 1.0501  -0.175
N -0.4752 1.1721 0.7773  -0.140
H 0.2732 -3.0023 -1.7952  0.257
H 2.3730 -1.8345 -1.2938  0.256
H -1.8793 -1.9319 -1.3082  0.294
H 2.3607 -0.1749 0.5380  0.298
H -0.4967 3.1754 0.2038  0.256
H 0.0627 2.8607 1.8601  0.246
H -1.6630 2.6915 1.4636  0.263

Output
HOMO energy (eV): -13.5
Frontier orbital gap (eV): 7.914
Net charge: +1

=====

x) Here is the ion C7H7N2 with charge +1 from the OMol25 dataset. Energies are from ωB97M-V/def2-TZVPD.

Last column: natural (NBO) charge in e.
Geometry (Å):
C -2.6015 -0.7039 -1.7150  -0.459
N -1.9912 -0.0564 -0.6099  -0.202
C -1.2563 0.5980 0.0013  0.615
C -0.4299 1.3307 0.7821  -0.416
C 0.6386 0.8691 1.5216  0.031
C 1.4830 -0.2804 1.4679  -0.217
C 2.3156 -0.7185 0.5005  -0.235
C 2.5246 -0.1509 -0.7807  0.206
N 2.6520 0.4535 -1.7490  -0.217
H -1.9116 -0.8539 -2.5024  0.260
H -3.5868 -0.3843 -2.0025  0.276
H -2.9253 -1.7315 -1.3099  0.263
H -0.7561 2.3707 0.8479  0.298
H 1.1579 1.4388 2.2270  0.248
H 1.6265 -0.6691 2.5900  0.273
H 3.0604 -1.5121 0.7310  0.276

Output
HOMO energy (eV): -14.1
Frontier orbital gap (eV): 8.463
Net charge: +1

=====

Least stable = w)

=====

w) Here is a cluster of 3 separate species, CH7O3 in total from the OMol25 dataset. Energies are from ωB97M-V/def2-TZVPD.

Last column: natural (NBO) charge in e.
Geometry (Å):
C -1.2765 0.2413 0.9216  -0.233
O 0.0927 -0.1145 0.6093  -0.967
H -2.1578 -0.3369 0.4090  0.129
H -1.5072 0.2306 2.0320  0.121
H -1.3782 1.2894 0.5775  0.127
H 0.0309 -0.9798 -0.5657  0.501
H 0.6187 -2.2722 -1.2950  0.432
O -0.2324 -1.8361 -1.2070  -1.064
H 2.1694 2.0632 -0.5982  0.453
H 1.4407 0.5882 -0.2347  0.538
O 2.1996 1.1269 -0.6488  -1.036

Output
HOMO energy (eV): -3.7
Frontier orbital gap (eV): 8.092
Net charge: -1

=====

x) Here is a cluster of 3 separate species, CH7O3 in total from the OMol25 dataset. Energies are from ωB97M-V/def2-TZVPD.

Last column: natural (NBO) charge in e.
Geometry (Å):
C 0.0373 -1.2097 -1.2288  -0.230
O 0.4804 -0.7382 0.0165  -0.924
H -1.0011 -1.6206 -1.1739  0.120
H -0.0703 -0.4119 -1.9713  0.128
H 0.5276 -2.0328 -1.5546  0.132
H -0.6764 -0.2075 0.9818  0.525
H -1.9090 0.7918 0.3927  0.447
O -1.7450 0.2034 1.1980  -1.073
H 0.9423 1.6133 0.8497  0.440
H 1.2771 0.4955 -0.2029  0.507
O 1.3504 1.6136 0.0419  -1.072

Output
HOMO energy (eV): -4.1
Frontier orbital gap (eV): 8.600
Net charge: -1

=====

Least stable = x)

=====

w) Here is a structure of composition C3H10N2S from the OMol25 dataset. Energies are from ωB97M-V/def2-TZVPD.

Last column: natural (NBO) charge in e.
Geometry (Å):
C 2.0308 0.2235 2.4006  -0.617
C 2.1261 0.0039 0.8959  -0.499
S 0.7340 0.7585 -0.0143  -0.418
H 2.5714 -0.5550 2.9497  0.198
H 2.3567 1.1939 2.7595  0.209
H 0.9975 0.1061 2.7073  0.204
H 2.9897 0.5014 0.4542  0.212
H 2.1986 -1.0545 0.6894  0.196
N -1.4529 -0.7467 -2.2964  -0.842
C -2.3178 -0.6923 -1.2243  0.369
N -1.9869 -0.2018 -0.1087  -0.666
H -0.4755 -0.7216 -1.9919  0.411
H -1.5543 0.0197 -2.9495  0.400
H -3.3556 -0.9554 -1.4362  0.168
H -2.5988 -0.2572 0.6941  0.390
H -0.7419 0.1379 0.1553  0.286

Output
HOMO energy (eV): -7.5
Frontier orbital gap (eV): 8.105
Net charge: 0

=====

x) Here is a structure of composition C3H10N2S from the OMol25 dataset. Energies are from ωB97M-V/def2-TZVPD.

Last column: natural (NBO) charge in e.
Geometry (Å):
C -1.9781 -0.8177 0.1559  -0.665
C 1.6745 1.3993 -0.2836  -0.803
C -1.0754 0.0899 0.9104  -0.423
N 2.1522 -0.6719 1.2443  -1.143
N 1.1829 -1.2928 -1.0654  -1.139
S 1.1665 -0.3195 0.1297  1.658
H -3.0092 -0.4476 0.1881  0.222
H -1.6890 -0.8663 -0.8959  0.217
H -1.9637 -1.8262 0.5633  0.222
H 2.6042 1.3468 -0.8391  0.247
H 0.8954 1.8646 -0.8778  0.221
H 1.8149 1.9143 0.6576  0.246
H -0.9338 -0.1058 1.9609  0.208
H -1.1456 1.1393 0.6640  0.189
H 2.1883 -1.6517 1.4714  0.381
H 0.4958 -1.0915 -1.7741  0.362

Output
HOMO energy (eV): -8.2
Frontier orbital gap (eV): 8.589
Net charge: 0

=====

Least stable = x)